(1)
DFT (the ωB97M-V functional and the def2-TZVPD basis) results for one molecule with the formula C5H11NO at a distorted geometry.

HOMO = -9.6 eV
Charge = 0
Calculated total energy = -8899.5419 eV
Energy relative to the best compared isomer or geometry (same formula, charge and spin) = 49.7 kcal per mole
SMILES string = NCCCCC=O
Molar mass = 101.15 g/mol
F_max = 3.132 eV/Å

Geometry as XYZ:
```
18
Properties=species:S:1:pos:R:3:forces:R:3
N -0.1284 -1.9138 0.1694 -0.982 -0.164 1.103
C 0.4332 -1.0630 1.2282 0.221 1.437 1.679
C -0.3398 0.2689 1.3797 0.183 1.416 -0.136
C -0.6315 1.0977 0.0495 1.562 -0.107 1.052
C 0.5712 1.0382 -0.9262 -0.079 -1.549 -0.566
C 0.2444 0.3010 -2.2672 -1.676 2.469 -0.953
O -0.8371 0.4460 -2.8370 1.582 -0.728 1.210
H -0.8484 -1.3292 -0.3183 0.556 -1.273 0.693
H -0.5559 -2.7317 0.6392 -0.038 0.685 -0.959
H 1.5029 -0.9574 1.0255 -0.073 0.582 -0.171
H 0.4866 -1.2797 2.3648 -0.576 -1.324 -1.814
H 0.2468 0.9181 2.0922 -0.378 -0.494 -0.764
H -1.3045 0.1153 1.9238 0.611 -0.195 -0.562
H -0.8152 2.1290 0.3290 -0.027 0.174 0.155
H -1.5368 0.7902 -0.4212 -0.594 -0.486 -0.534
H 1.1232 1.9811 -1.0806 -0.632 -0.181 -0.357
H 1.3371 0.3879 -0.5183 0.261 -0.055 0.416
H 1.0520 -0.1986 -2.8325 0.078 -0.209 0.507
```
Forces are in eV/Å.

Mulliken population analysis, charges in e, atoms 1 to 4:
1. N -0.50
2. C -0.60
3. C -0.60
4. C -0.94


(2)
DFT (the ωB97M-V functional and the def2-TZVPD basis) results for a 8-piece molecular cluster, C33H62N2O22 overall at a distorted geometry.

HOMO = -10.6 eV
Charge = 0
Calculated total energy = -83252.3733 eV
SMILES string = C[C@](O)(C#N)CC#N.CCOC(=O)OC.CCOC(=O)OC.CCOC(=O)OC.CCOC(=O)OC.CCOC(=O)OC.CCOC(=O)OC.CCOC(=O)OC
Molar mass = 838.85 g/mol
F_max = 1.483 eV/Å

Geometry as XYZ:
```
119
Properties=species:S:1:pos:R:3:forces:R:3
C 1.8934 -4.5554 5.8420 -0.484 0.207 0.284
C 1.9832 -5.3980 4.5792 0.607 -0.186 0.007
O 2.6640 -4.6751 3.5708 -0.798 0.065 -0.376
C 0.5987 -5.7120 4.1527 -1.245 -0.422 -0.306
N -0.4938 -6.0464 3.9591 1.372 0.526 0.200
C 2.7106 -6.7489 4.7502 -0.603 -0.701 -0.492
C 2.5863 -7.5382 3.5067 0.228 0.252 -0.392
N 2.5029 -8.0397 2.4745 0.023 0.019 0.554
H 1.7466 -5.1222 6.7538 0.038 -0.274 0.072
H 2.7305 -3.8818 5.9606 0.467 -0.103 -0.044
H 1.0244 -3.9196 5.7307 -0.179 0.244 0.092
H 3.5868 -4.6734 3.8243 0.377 0.175 -0.035
H 3.7649 -6.6229 4.9568 0.260 0.241 0.215
H 2.2630 -7.3353 5.5409 -0.063 -0.044 0.387
C 2.1829 1.1177 10.4358 -0.223 -0.106 -0.131
C 3.3909 0.9298 9.5430 0.045 0.302 0.390
O 3.1833 -0.1218 8.5882 0.130 -0.059 -0.011
C 2.4345 0.2039 7.5378 0.050 -0.117 0.132
O 1.9477 1.2785 7.3163 -0.078 0.147 -0.077
O 2.3129 -0.8807 6.7691 0.010 -0.106 -0.136
C 1.4679 -0.6986 5.6311 -0.181 -0.068 -0.255
H 1.9064 0.1732 10.9061 0.097 0.010 0.079
H 2.3943 1.8511 11.2135 0.042 -0.010 0.003
H 1.3223 1.4617 9.8636 0.051 0.081 -0.027
H 4.2493 0.6234 10.1376 0.020 -0.191 -0.121
H 3.6592 1.8538 9.0320 -0.110 -0.038 -0.132
H 1.7689 0.1651 5.0425 -0.003 0.080 0.104
H 0.4302 -0.5953 5.9470 0.009 0.120 -0.001
H 1.5610 -1.5910 5.0175 0.117 -0.066 0.108
C -3.8160 -3.8023 1.8151 -0.135 0.327 -0.024
C -2.5579 -3.6158 2.6346 -0.196 -0.557 -0.117
O -2.0631 -2.2659 2.5438 0.187 -0.015 0.022
C -2.6977 -1.3656 3.2863 0.004 -0.136 -0.270
O -3.6214 -1.5640 4.0254 -0.063 0.025 0.182
O -2.1250 -0.1798 3.0477 -0.157 0.118 0.336
C -2.7585 0.9165 3.7134 0.018 0.251 0.045
H -3.6501 -3.4842 0.7848 0.069 -0.117 -0.026
H -4.1180 -4.8490 1.8182 0.065 -0.023 -0.002
H -4.6367 -3.2046 2.2111 0.005 -0.040 0.071
H -1.7648 -4.2495 2.2450 0.133 0.186 -0.042
H -2.7113 -3.8898 3.6774 -0.035 0.171 0.047
H -2.8519 0.7268 4.7800 -0.081 -0.082 -0.016
H -3.7372 1.1075 3.2756 -0.057 -0.074 0.089
H -2.1250 1.7872 3.5611 0.086 -0.084 -0.102
C 1.5724 4.2482 -1.0360 -0.183 -0.042 0.198
C 2.3416 2.9814 -1.3467 -0.008 0.416 -0.327
O 2.4481 2.1365 -0.1933 0.130 -0.055 -0.061
C 1.3571 1.4282 0.0921 0.121 0.059 0.076
O 0.3302 1.4260 -0.5351 -0.143 -0.023 -0.089
O 1.5974 0.7252 1.1949 0.032 -0.140 0.046
C 0.4707 -0.0325 1.6545 0.066 -0.164 0.048
H 2.0139 4.7606 -0.1802 0.101 0.040 -0.073
H 1.5810 4.9205 -1.8943 0.041 -0.010 -0.011
H 0.5363 4.0257 -0.7834 -0.013 -0.039 -0.092
H 3.3607 3.2323 -1.6345 0.092 -0.164 0.169
H 1.8920 2.4339 -2.1750 -0.092 -0.094 0.112
H 0.0707 -0.6603 0.8614 -0.060 0.080 -0.034
H -0.2943 0.6313 2.0325 -0.068 0.072 -0.110
H 0.8184 -0.6703 2.4627 0.161 0.083 -0.006
C 1.7386 0.9153 -5.0492 0.242 -0.095 -0.091
C 1.6394 2.4002 -5.3277 -0.428 -0.343 0.145
O 2.9413 2.9942 -5.4566 -0.063 0.200 0.080
C 3.5461 2.7961 -6.6248 -0.005 -0.011 0.201
O 3.0986 2.1959 -7.5639 -0.025 -0.048 -0.178
O 4.7428 3.3841 -6.5720 0.063 0.081 -0.047
C 5.5393 3.1914 -7.7430 0.209 0.053 -0.130
H 2.3759 0.7312 -4.1827 -0.096 0.033 0.078
H 0.7511 0.4969 -4.8567 -0.014 0.039 0.033
H 2.1783 0.3867 -5.8942 -0.071 0.031 -0.057
H 1.1603 2.8994 -4.4871 0.194 0.183 0.006
H 1.0374 2.6010 -6.2132 0.163 0.028 -0.106
H 4.9950 3.4788 -8.6400 -0.071 -0.092 0.008
H 5.8587 2.1529 -7.8128 -0.092 -0.025 -0.072
H 6.4137 3.8271 -7.6376 -0.046 0.036 0.157
C 2.2503 6.0565 -7.9128 -0.230 0.062 -0.140
C 2.3387 6.7117 -6.5510 0.310 -0.393 -0.084
O 1.5935 7.9368 -6.5046 0.076 0.059 0.081
C 0.2775 7.7940 -6.3709 0.126 0.105 -0.067
O -0.3173 6.7546 -6.2671 -0.112 -0.136 0.041
O -0.2706 9.0088 -6.3749 -0.065 0.061 0.030
C -1.6979 9.0051 -6.3099 -0.217 0.126 0.025
H 2.5482 6.7542 -8.6967 0.132 0.002 0.050
H 2.8976 5.1803 -7.9563 0.025 0.013 0.013
H 1.2315 5.7400 -8.1335 -0.001 -0.068 0.094
H 3.3704 6.9826 -6.3352 -0.057 0.213 0.026
H 2.0066 6.0384 -5.7611 -0.147 0.041 -0.025
H -2.0509 8.4134 -5.4685 0.034 -0.098 -0.049
H -2.1150 8.6236 -7.2406 -0.008 -0.106 0.046
H -2.0098 10.0368 -6.1760 0.158 0.051 -0.024
C -1.0966 -7.0918 -3.7330 0.111 -0.137 0.194
C -1.1634 -5.6154 -3.4041 -0.075 -0.128 -0.438
O -1.1305 -5.3885 -1.9893 -0.095 0.112 -0.011
C 0.0745 -5.4786 -1.4263 -0.137 -0.030 0.068
O 1.1073 -5.7060 -1.9970 0.150 0.000 -0.080
O -0.0690 -5.2736 -0.1199 -0.045 0.092 0.259
C 1.1387 -5.4123 0.6358 0.345 -0.037 0.065
H -1.8794 -7.6354 -3.2026 -0.085 0.046 -0.075
H -1.2199 -7.2499 -4.8044 -0.027 0.032 -0.004
H -0.1409 -7.5175 -3.4300 0.046 0.066 -0.054
H -2.1088 -5.1998 -3.7482 -0.052 0.062 0.205
H -0.3636 -5.0597 -3.8931 0.106 -0.035 0.127
H 1.9248 -4.7853 0.2198 0.026 -0.082 -0.100
H 1.4535 -6.4533 0.6585 0.064 0.009 -0.128
H 0.9534 -5.0935 1.6549 -0.364 0.098 -0.110
C -8.2499 1.3512 -1.6155 0.230 -0.036 -0.128
C -8.0893 1.0884 -0.1331 -0.386 0.215 -0.141
O -6.9713 0.2314 0.1325 -0.068 -0.059 0.099
C -5.7782 0.8218 0.0893 -0.050 -0.165 -0.022
O -5.5709 1.9862 -0.1264 0.040 0.172 0.007
O -4.8531 -0.1053 0.3260 0.104 -0.048 0.080
C -3.5056 0.3707 0.2370 0.291 -0.066 -0.090
H -8.3027 0.4105 -2.1650 -0.115 -0.020 0.042
H -9.1582 1.9230 -1.8053 -0.022 -0.018 0.031
H -7.4023 1.9114 -2.0080 -0.017 0.071 0.065
H -8.9622 0.5620 0.2483 0.126 -0.170 0.067
H -7.9941 2.0165 0.4300 0.167 0.003 -0.029
H -3.3567 1.2470 0.8628 -0.062 0.087 -0.095
H -3.2532 0.5977 -0.7972 -0.046 0.143 0.017
H -2.8593 -0.4273 0.5881 -0.140 -0.123 0.000
```
Forces are in eV/Å.

Mulliken population analysis, charges in e, atoms 1 to 4:
1. C -2.15
2. C 1.85
3. O -0.43
4. C -0.39


(3)
DFT (the ωB97M-V functional and the def2-TZVPD basis) results for C30H60Cl4F6O21PPb as an isolated structure at a distorted geometry.

HOMO = -11.9 eV
Charge = +1
Calculated total energy = -156014.6760 eV
Molar mass = 1250.76 g/mol
F_max = 1.916 eV/Å

Geometry as XYZ:
```
123
Properties=species:S:1:pos:R:3:forces:R:3
Pb 2.1473 -0.1484 -1.6510 -0.698 0.197 -0.206
P 0.2492 1.1550 0.6501 -0.072 1.063 0.753
F 1.2186 -0.1898 0.7085 0.165 -0.145 -0.373
F 1.1850 1.7921 1.7847 -0.647 -0.027 0.021
F 1.3311 1.8065 -0.4419 0.534 0.257 -0.238
F -0.6960 2.4339 0.5556 0.470 -0.174 -0.453
F -0.4017 0.5107 -0.7183 -0.380 -0.438 0.636
F -0.7566 0.4949 1.6643 0.221 -0.676 -0.459
C 1.8776 1.1658 5.0260 0.568 -0.857 -0.419
C 2.5614 1.8410 6.1869 0.326 0.438 -0.096
O 2.0256 1.3268 7.4148 0.026 -0.024 0.065
C 2.9105 0.8756 8.3072 -0.076 -0.005 -0.118
O 4.1024 0.8041 8.1738 0.148 0.002 -0.010
O 2.2293 0.5055 9.3844 -0.278 0.193 -0.004
C 2.9771 -0.0173 10.4575 0.210 -0.548 1.296
H 2.2179 1.5101 4.0478 -0.161 0.697 0.183
H 0.7936 1.2058 5.0932 -0.020 0.077 -0.046
H 2.2025 0.1202 4.9618 -0.326 -0.104 0.460
H 2.3981 2.9206 6.1929 -0.216 -0.030 0.011
H 3.6421 1.6990 6.2047 -0.083 -0.163 -0.191
H 3.3654 -1.0157 10.2561 0.035 0.074 -0.300
H 2.2955 -0.1048 11.3042 -0.208 -0.007 -0.245
H 3.7937 0.6055 10.8235 0.036 0.253 -0.577
C -8.1401 2.1855 0.3337 -0.271 0.484 0.558
C -7.2214 0.9932 0.2977 0.515 0.266 0.152
O -6.3144 1.1085 -0.8199 -0.093 -0.288 -0.355
C -5.0989 1.5880 -0.5775 -0.922 -0.248 -0.007
O -4.6824 1.9540 0.4833 0.537 0.117 0.307
O -4.4415 1.5750 -1.7369 0.257 0.134 -0.150
C -3.0831 1.9288 -1.6507 1.801 -0.028 -0.590
H -7.6286 3.0942 0.6589 0.256 -0.130 -0.096
H -8.9183 2.0299 1.0856 -0.067 -0.131 -0.157
H -8.6090 2.4183 -0.6206 -0.017 -0.321 -0.077
H -7.7452 0.0476 0.1769 -0.036 0.060 -0.219
H -6.5961 0.9345 1.1901 -0.269 0.015 0.106
H -2.8385 2.9402 -1.3271 -0.660 0.073 0.297
H -2.6282 1.8313 -2.6403 -0.561 0.074 -0.278
H -2.4693 1.2441 -1.0701 -0.524 -0.064 0.511
C -2.7113 -1.6439 0.2201 -0.023 1.125 0.865
C -3.8801 -2.5651 0.4795 0.554 -0.315 -0.415
O -3.3791 -3.8839 0.7762 -0.212 -0.350 -0.579
C -3.2327 -4.2113 2.0474 0.140 0.038 0.800
O -3.3166 -3.4641 2.9898 -0.080 0.052 -0.173
O -2.9475 -5.5135 2.1087 0.003 -0.138 -0.805
C -2.7062 -6.0926 3.3663 -0.195 0.269 1.887
H -3.0347 -0.5961 0.2391 -0.235 -0.082 -0.144
H -2.1555 -1.7627 -0.7082 -0.119 -0.503 -0.022
H -2.0311 -1.6819 1.0751 0.085 -0.185 -0.147
H -4.4638 -2.7110 -0.4271 -0.236 0.068 0.129
H -4.4979 -2.2412 1.3129 -0.002 0.176 -0.069
H -2.7137 -5.3396 4.1612 0.255 0.150 -0.307
H -1.7512 -6.6097 3.3987 0.008 -0.026 -0.387
H -3.5036 -6.7660 3.6871 -0.031 -0.194 -0.652
C 0.0307 -0.2418 -6.9219 -0.733 -0.134 0.303
C 1.0471 0.2992 -5.9360 0.450 -0.141 -1.211
O 0.6863 1.6396 -5.5718 -0.150 0.087 0.505
C 0.6566 1.9713 -4.2910 -0.258 -0.231 -0.353
O 0.8655 1.2054 -3.3666 0.357 -0.237 0.336
O 0.3226 3.2243 -4.1816 0.001 0.398 -0.353
C 0.3334 3.8240 -2.8904 -0.280 0.477 1.048
H -0.0447 0.3933 -7.8018 0.153 0.018 -0.009
H -0.9726 -0.3012 -6.4904 0.087 0.130 0.131
H 0.2519 -1.2619 -7.2357 0.344 0.067 -0.001
H 1.9825 0.4271 -6.4863 0.147 -0.179 0.207
H 1.2304 -0.3473 -5.0805 -0.264 0.182 0.181
H -0.6242 3.7213 -2.3761 -0.012 -0.455 -0.174
H 0.4532 4.8990 -3.0025 0.302 -0.107 -0.391
H 1.1136 3.4092 -2.2564 0.012 -0.028 -0.108
C 5.0694 -5.4371 -1.2978 0.376 0.630 0.900
C 4.3669 -4.1425 -0.9567 -0.245 0.204 -0.606
O 3.2377 -4.4797 -0.1266 -0.084 0.222 -0.081
C 2.2974 -3.5577 0.0182 0.511 -1.105 0.368
O 2.2542 -2.5183 -0.6107 -0.016 0.665 -0.144
O 1.4470 -3.9818 0.9130 -0.293 0.212 0.270
C 0.3869 -3.0753 1.2596 -0.729 0.321 -0.227
H 4.4141 -6.0723 -1.8842 0.154 -0.154 -0.066
H 5.3520 -5.9088 -0.3554 -0.160 -0.321 -0.140
H 6.0117 -5.2114 -1.7958 -0.156 -0.096 -0.338
H 4.0115 -3.6493 -1.8680 -0.069 -0.065 0.095
H 4.9663 -3.4027 -0.4223 0.199 -0.261 0.080
H 0.7469 -2.2438 1.8604 0.181 -0.051 -0.102
H -0.3766 -3.6036 1.8246 0.334 -0.379 0.036
H -0.0927 -2.7123 0.3497 0.175 0.113 0.062
C -3.5825 -0.8858 -4.1716 -0.387 -0.212 0.109
C -2.1532 -0.7780 -3.7141 -0.087 0.819 -0.265
O -1.4579 -1.9855 -4.1018 -0.081 0.221 0.440
C -0.3074 -2.2030 -3.5063 -0.388 -0.241 -0.555
O 0.2113 -1.4936 -2.6664 0.457 0.276 0.291
O 0.1856 -3.3154 -3.9901 0.222 -0.820 -0.490
C 1.5527 -3.6297 -3.7181 -0.065 0.606 1.167
H -3.6519 -1.1903 -5.2160 0.137 -0.161 0.044
H -4.1179 0.0615 -4.1054 0.243 0.118 0.228
H -4.1241 -1.5957 -3.5453 -0.035 -0.090 -0.161
H -2.0404 -0.6012 -2.6460 -0.098 -0.212 0.023
H -1.6659 0.0654 -4.2143 0.133 -0.123 -0.021
H 2.1704 -2.8918 -4.2311 0.249 -0.342 -0.221
H 1.7521 -4.6626 -3.9727 -0.163 0.079 -0.533
H 1.7283 -3.5311 -2.6450 0.035 0.050 -0.098
C 4.6999 3.5937 0.2601 -0.034 -0.137 -0.175
C 4.0380 4.3101 -0.8971 -0.087 0.117 0.169
O 4.5902 3.9534 -2.1915 0.130 0.258 0.065
C 4.2520 2.8167 -2.7275 0.020 0.207 0.249
O 3.5497 1.9616 -2.2092 -0.096 -0.443 0.059
O 4.7771 2.7426 -3.9246 0.939 0.033 -0.541
C 4.7437 1.5046 -4.6276 -1.169 -0.102 -0.250
H 4.2934 4.0287 1.1728 0.079 -0.104 0.092
H 5.7803 3.7366 0.2422 -0.022 0.216 0.016
H 4.5307 2.5174 0.2706 -0.251 0.046 -0.040
H 4.2270 5.3771 -0.8061 0.094 0.001 -0.206
H 2.9580 4.1889 -0.9507 0.024 -0.298 0.180
H 5.4996 1.4735 -5.4041 0.340 0.341 0.309
H 3.7802 1.4753 -5.1447 -0.011 -0.319 0.077
H 4.8330 0.6598 -3.9484 0.116 -0.009 0.004
C -0.0503 4.9191 1.9700 0.008 0.430 0.546
Cl 0.5309 6.0982 3.1836 -0.139 -0.445 -0.124
Cl 0.8085 5.1673 0.4540 0.060 0.069 -0.438
H 0.1349 3.9032 2.2909 0.090 0.087 0.200
H -1.1090 5.1028 1.8339 0.018 -0.039 -0.160
C -2.8865 0.8081 3.8886 0.301 0.104 -0.559
Cl -2.1223 -0.3962 4.9267 -0.237 0.075 0.043
Cl -1.8489 2.2584 3.7352 -0.430 -0.046 0.241
H -2.9945 0.3767 2.8989 0.155 0.037 -0.025
H -3.8697 1.1067 4.2322 0.160 0.018 0.423
```
Forces are in eV/Å.

Mulliken population analysis, charges in e, atoms 1 to 4:
1. Pb 1.85
2. P 1.79
3. F -0.47
4. F -0.24


(4)
DFT (the ωB97M-V functional and the def2-TZVPD basis) results for one molecule with the formula C2HN3O2S at a distorted geometry.

HOMO = -10.0 eV
Charge = 0
Calculated total energy = -21484.2110 eV
Energy relative to the best compared isomer or geometry (same formula, charge and spin) = 126.6 kcal per mole
SMILES string = [O-][N+](=S)c1ncon1
Molar mass = 131.12 g/mol
F_max = 7.756 eV/Å

Geometry as XYZ:
```
9
Properties=species:S:1:pos:R:3:forces:R:3
O -1.3962 1.8890 0.0186 1.677 -7.542 0.679
N -1.1029 0.5121 0.0985 -1.243 2.798 -1.787
S -2.2576 -0.8626 -0.0500 2.761 3.693 0.594
C 0.4060 0.1451 0.0003 0.961 -0.048 0.878
N 1.4634 1.1071 -0.0474 -0.285 -2.767 -0.353
C 2.5271 0.2954 -0.0741 -6.075 0.421 0.582
O 2.2436 -0.9978 0.0160 -1.318 0.195 -0.028
N 0.8206 -1.1310 0.0878 0.107 2.400 -0.467
H 3.4751 0.6119 -0.0057 3.416 0.850 -0.098
```
Forces are in eV/Å.

Mulliken population analysis, charges in e, atoms 1 to 4:
1. O -0.35
2. N 0.23
3. S -0.03
4. C 0.40